130
Properties=species:S:1:pos:R:3:forces:R:3 method="wB97M-V/def2-TZVPD" smiles="Nc1c(CCF)cc(O)c2c1C(=O)c1c(CCCCS(=O)(=O)O)ccc(CCCF)c1C2=O.FC(F)C(F)(F)COC(F)(F)C(F)F.FC(F)C(F)(F)COC(F)(F)C(F)F.FC(F)C(F)(F)COC(F)(F)C(F)F.FC(F)C(F)(F)COC(F)(F)C(F)F" e_lumo_ha=-0.0268 spin_multiplicity=1 max_force_ev_per_a=4.07 homo_lumo_gap_ha=0.28508 homo_energy_ha=-0.312 total_charge=0
N 6.25188 0.51979 -1.62687 0.0 -0.9 0.6
C 5.83475 -0.53459 -0.74201 -0.2 -0.7 0.5
C 6.77662 -1.09239 0.26857 -2.7 -1.2 0.2
C 8.23228 -0.56059 0.36445 -0.2 -0.3 -0.7
C 9.27472 -1.57454 0.95516 0.0 0.7 -0.5
F 10.30056 -0.78767 1.56217 -0.8 -0.9 -0.5
C 6.23375 -2.16105 1.12243 -0.8 1.4 -1.7
C 4.83450 -2.62068 1.00504 0.9 0.7 -0.8
O 4.45524 -3.63356 1.89069 0.0 1.3 -0.6
C 3.92258 -2.07573 0.01475 1.8 1.4 -0.4
C 4.46680 -1.01949 -0.88163 -0.4 -1.1 1.7
C 3.48358 -0.48779 -1.95571 0.2 0.1 0.0
O 3.93186 -0.09832 -3.01743 -0.2 -0.1 0.4
C 1.94203 -0.48522 -1.72671 -0.4 -0.9 1.2
C 1.07329 0.46793 -2.38100 -1.5 -0.6 0.4
C 1.55878 1.57957 -3.35217 0.7 -0.4 -0.4
C 2.55960 2.63233 -2.72490 -0.2 0.7 0.1
C 2.43725 2.83001 -1.16812 0.8 0.4 0.0
C 1.00112 3.31687 -0.73382 0.5 0.3 -0.7
S 0.60332 2.69404 0.93602 2.2 -2.3 2.5
O 1.45017 3.30962 1.95174 -1.5 0.8 -1.8
O 0.77098 1.23783 0.99269 -1.2 1.5 -1.2
O -0.95970 3.04076 1.32581 0.8 -0.3 -1.0
C -0.38737 0.38530 -2.15299 1.5 -2.0 1.3
C -0.91882 -0.66068 -1.27631 2.3 0.7 -0.8
C -0.01629 -1.61763 -0.60983 0.3 0.5 -0.8
C -0.68243 -2.70306 0.28029 -0.6 0.3 -0.4
C -0.85734 -2.27973 1.79382 -0.8 -1.3 -0.2
C -1.61278 -3.48219 2.50058 0.6 -0.4 -0.6
F -3.03097 -3.28722 2.45366 1.1 0.0 0.3
C 1.43306 -1.54729 -0.82186 -1.4 1.7 -1.0
C 2.43150 -2.52715 -0.14528 1.0 0.7 0.1
O 2.12870 -3.60878 0.29936 -0.5 0.4 -0.3
H 7.09894 0.98552 -1.31192 -0.2 -0.3 -0.3
H 6.33836 0.13634 -2.56752 -0.1 0.6 0.1
H 8.56068 -0.34599 -0.69575 -0.3 -0.2 1.1
H 8.30420 0.43548 0.88867 -0.2 -1.1 -0.2
H 8.86792 -2.28851 1.70729 0.4 0.8 -0.4
H 9.73122 -2.15429 0.10505 -0.3 0.5 1.0
H 6.89766 -2.63813 1.88424 -1.0 0.4 -0.7
H 3.93992 -3.17846 2.58098 0.0 -0.5 -0.2
H 2.10585 1.07549 -4.19831 -0.5 0.5 0.8
H 0.68974 2.10201 -3.84546 0.7 -0.6 0.8
H 3.62975 2.39792 -2.97281 -1.1 0.0 0.3
H 2.35806 3.63784 -3.20185 0.1 -1.0 0.4
H 3.15069 3.65909 -0.89143 -0.6 -0.9 -0.2
H 2.80635 1.92205 -0.62988 -0.6 0.6 -0.3
H 1.03539 4.42758 -0.68737 -0.1 -1.1 0.1
H 0.25198 3.03101 -1.51180 0.3 0.0 1.1
H -1.52386 2.30842 1.00045 0.4 0.2 0.1
H -1.07180 1.10146 -2.67635 0.7 -0.8 0.6
H -2.02810 -0.71656 -1.14467 1.2 -0.2 0.0
H -0.20194 -3.71328 0.16946 -0.2 1.3 0.3
H -1.73008 -2.84153 -0.12305 1.0 0.2 0.4
H -1.55576 -1.40450 1.85307 0.9 -0.5 0.1
H 0.11414 -2.08790 2.31016 -0.8 0.0 -0.5
H -1.44007 -4.44252 1.93425 -0.1 1.0 0.5
H -1.25775 -3.67526 3.54249 -0.7 0.5 -0.6
F -1.89985 7.03565 0.48305 0.0 -0.1 -0.1
C -1.65062 5.77939 0.06820 0.4 0.0 0.6
F -0.29462 5.65383 0.01404 -0.5 0.3 -0.1
C -2.26220 5.47690 -1.30271 -0.2 0.6 -0.6
F -1.67528 6.21549 -2.27170 0.1 0.0 0.2
F -1.96698 4.17220 -1.59397 -0.1 -0.1 0.4
C -3.79070 5.62153 -1.41830 -0.7 -0.4 -0.3
O -4.30370 6.84790 -1.93940 0.8 0.6 0.6
C -4.43588 7.93098 -1.06378 -0.6 -1.4 0.0
F -4.32761 7.49954 0.20735 0.0 0.5 0.0
F -5.70416 8.37221 -1.20017 0.2 0.4 -0.2
C -3.47324 9.07825 -1.38873 0.3 0.7 -0.3
F -2.19079 8.66720 -1.42730 -0.2 -0.1 -0.1
F -3.55369 10.04283 -0.44180 -0.3 -0.2 0.0
H -2.01983 5.08608 0.82546 0.0 -0.1 -0.1
H -4.10359 4.87746 -2.15352 0.2 0.1 -0.1
H -4.30139 5.33236 -0.49726 0.3 0.2 0.1
H -3.71760 9.52040 -2.35819 -0.2 -0.1 0.0
F -6.16619 -1.45959 2.52597 0.0 0.0 -0.1
C -5.84551 -1.91520 1.29969 0.8 0.0 0.1
F -5.06764 -0.95900 0.72590 -0.2 -0.1 -0.3
C -7.07618 -2.18686 0.43091 -0.7 0.4 0.0
F -7.73385 -1.03901 0.14395 0.2 0.0 0.1
F -6.62285 -2.66886 -0.76392 0.2 -0.2 0.3
C -8.08344 -3.21784 0.97269 -0.4 -0.7 -0.2
O -9.22436 -2.72540 1.67845 0.7 0.8 0.6
C -9.07533 -2.41021 3.03255 0.2 -1.3 -0.8
F -7.92229 -2.93076 3.49319 -0.1 0.3 0.4
F -10.06379 -3.06235 3.68180 -0.1 0.4 0.1
C -9.20539 -0.90872 3.31066 -0.2 0.7 0.2
F -8.34905 -0.18002 2.56877 -0.1 -0.2 -0.1
F -8.92987 -0.64463 4.61032 -0.1 -0.3 0.0
H -5.23703 -2.81603 1.41366 -0.1 -0.1 -0.1
H -8.51294 -3.70192 0.09358 0.0 0.2 0.0
H -7.59108 -4.02436 1.52000 0.1 0.3 0.1
H -10.22022 -0.56544 3.09302 0.0 -0.2 0.0
F 3.66730 -2.05400 6.55169 0.1 -0.1 -0.2
C 4.37657 -2.19710 5.41838 -0.2 0.6 -0.2
F 3.49331 -2.06257 4.38940 0.2 -0.2 -0.2
C 5.08084 -3.55310 5.32628 -0.1 -0.8 0.3
F 4.18585 -4.56187 5.22705 -0.1 0.3 0.0
F 5.78170 -3.55653 4.15546 0.2 0.4 0.4
C 6.08380 -3.88049 6.44802 0.8 -0.3 0.1
O 5.62266 -4.67886 7.53883 -1.0 0.6 0.0
C 4.93030 -4.04209 8.57364 1.5 0.1 -0.6
F 5.09975 -2.70906 8.47717 -0.4 0.0 0.3
F 5.54109 -4.41281 9.71880 -0.4 -0.2 0.0
C 3.45547 -4.45247 8.64197 -0.7 -0.3 0.2
F 2.82074 -4.25582 7.46984 0.2 -0.1 0.0
F 2.80489 -3.71749 9.57499 0.3 0.0 0.1
H 5.09509 -1.37599 5.35328 0.1 -0.1 0.0
H 6.85518 -4.49787 5.98390 -0.2 -0.1 -0.1
H 6.61369 -2.99178 6.79770 -0.3 0.1 0.0
H 3.36374 -5.50955 8.90494 0.2 0.0 0.0
F -0.64768 0.50160 -6.50768 0.0 -0.1 -0.1
C -0.40496 0.02965 -7.74706 0.7 0.2 0.0
F 0.33413 0.97411 -8.38080 -0.2 -0.1 -0.2
C -1.68811 -0.24918 -8.53638 -0.8 0.3 0.0
F -2.35764 0.89676 -8.79684 0.2 0.0 0.1
F -1.30948 -0.74700 -9.74955 0.3 -0.2 0.3
C -2.66325 -1.27095 -7.92223 -0.4 -0.7 -0.2
O -3.75779 -0.76590 -7.15413 0.7 0.8 0.5
C -3.52107 -0.43573 -5.81759 0.1 -1.4 -0.8
F -2.34169 -0.95478 -5.42589 -0.1 0.3 0.4
F -4.46702 -1.07524 -5.09714 -0.1 0.5 0.1
C -3.62728 1.06917 -5.55046 -0.2 0.7 0.1
F -2.81927 1.78649 -6.35375 -0.1 -0.2 0.0
F -3.26410 1.34646 -4.27352 0.0 -0.3 0.1
H 0.20621 -0.87263 -7.66072 -0.1 -0.1 -0.1
H -3.14659 -1.76429 -8.76749 0.0 0.2 0.0
H -2.14053 -2.07242 -7.39604 0.1 0.3 0.1
H -4.65179 1.41736 -5.70507 0.0 -0.2 0.0

64
Properties=species:S:1:pos:R:3:forces:R:3 method="wB97M-V/def2-TZVPD" e_lumo_ha=0.0593 spin_multiplicity=1 max_force_ev_per_a=5.46 homo_lumo_gap_ha=0.34343 homo_energy_ha=-0.284 de_lowest_kcal_mol=85.6 total_charge=-1
O 1.38756 -2.55320 0.17925 -0.4 1.4 -0.4
C 0.99554 -1.39504 0.22321 0.7 -3.8 -1.3
O 0.86453 -0.75151 1.32854 -0.4 2.9 0.5
B 0.36151 0.61205 0.94237 -0.6 -0.3 0.4
O 0.25544 0.61116 -0.56546 -0.2 2.1 1.2
C 0.50562 -0.55224 -0.99330 0.5 -3.9 -3.8
O 0.39276 -1.01300 -2.15775 0.3 1.7 3.6
O 1.11853 1.76486 1.46135 0.2 -0.2 0.2
C 0.28529 2.68142 1.94218 0.7 2.3 -1.1
O 0.56418 3.85348 2.20239 -0.6 -2.8 0.0
C -1.12837 2.07836 1.83434 -1.6 0.4 1.0
O -1.01399 0.78410 1.46652 -0.3 1.7 0.3
O -2.13550 2.71844 2.09871 1.4 -1.6 -0.5
O -2.24182 2.23995 -3.54601 0.2 0.2 -0.3
H -2.55739 2.95098 -2.98827 -0.1 0.1 0.1
H -2.65479 1.45363 -3.18910 -0.1 -0.4 0.2
O -2.92908 6.17838 4.90607 -0.2 0.1 0.2
H -2.17225 6.76440 4.90304 0.2 0.1 0.0
H -2.57888 5.33268 4.62609 0.1 -0.3 -0.2
O 2.86048 -1.56980 -7.10911 0.1 -0.3 -0.2
H 3.43373 -0.83602 -7.33088 0.1 0.2 0.0
H 2.30444 -1.23574 -6.40522 -0.2 0.1 0.2
O -0.93401 -6.71349 0.72063 -0.1 -0.2 -0.2
H -0.68001 -5.88814 1.13355 0.0 0.4 0.1
H -0.73024 -7.38183 1.37488 0.0 -0.2 0.1
O -2.49159 -4.42523 -3.77836 -0.2 0.3 -0.1
H -2.90505 -5.20062 -3.39882 -0.1 -0.2 0.1
H -1.55608 -4.62787 -3.77847 0.3 -0.1 -0.1
O 3.23814 6.26114 5.00631 0.2 0.2 0.1
H 2.60076 5.98236 4.34885 -0.1 -0.2 -0.3
H 2.83543 6.03110 5.84365 -0.1 -0.1 0.2
O -6.40485 2.36407 2.02752 -0.3 0.1 0.1
H -6.41545 1.53014 1.55777 0.0 -0.2 -0.2
H -5.48859 2.48850 2.27494 0.3 0.1 0.0
O -1.39941 -4.00547 3.40728 -0.2 -0.3 -0.1
H -0.53996 -4.01738 3.82851 0.3 0.0 0.1
H -1.74493 -3.13205 3.59160 0.0 0.3 0.0
O 4.79878 -4.35476 2.43627 0.1 0.2 0.1
H 3.96017 -4.50542 2.00010 -0.3 0.1 -0.2
H 5.08301 -5.22464 2.71693 0.1 -0.2 0.1
O -2.18952 -1.00208 -6.87463 0.0 0.1 -0.3
H -2.19506 -0.76698 -5.94677 0.0 0.1 0.3
H -2.25989 -1.95666 -6.88075 0.0 -0.2 0.0
O -4.41232 -1.50094 1.44266 -0.2 0.1 -0.2
H -3.98700 -1.07603 2.18748 0.2 0.3 0.1
H -4.26848 -2.43640 1.58577 0.0 -0.3 0.0
O 4.52147 2.14556 3.78045 0.3 -0.1 0.0
H 4.33454 1.64309 4.57342 0.0 -0.1 0.2
H 3.67430 2.22643 3.34228 -0.3 0.1 -0.3
O 1.93195 6.82224 -0.22990 0.1 -0.1 -0.2
H 2.17896 7.74533 -0.28586 0.1 0.2 0.0
H 1.36894 6.77086 0.54250 -0.2 -0.2 0.2
O 1.01947 -5.67810 -3.96248 -0.3 -0.2 -0.1
H 1.92767 -5.87235 -4.19413 0.2 0.0 -0.1
H 1.07913 -4.94021 -3.35569 0.1 0.3 0.2
O 5.37924 -0.90030 1.63178 0.1 0.1 -0.2
H 5.14093 -0.32358 2.35760 -0.1 0.3 0.2
H 5.06477 -1.76415 1.89845 -0.1 -0.4 0.0
O -3.56599 -0.74126 -2.08918 -0.1 0.3 -0.2
H -3.79827 -0.96269 -1.18739 -0.1 0.0 0.4
H -2.98194 -1.44699 -2.36678 0.3 -0.2 -0.1
O 1.91984 2.76886 -3.92826 0.3 0.0 -0.2
H 1.58810 3.66557 -3.88265 -0.1 0.2 0.0
H 1.38551 2.28305 -3.29999 -0.2 -0.2 0.2

129
Properties=species:S:1:pos:R:3:forces:R:3 method="wB97M-V/def2-TZVPD" e_lumo_ha=0.0141 spin_multiplicity=1 max_force_ev_per_a=3.72 homo_lumo_gap_ha=0.33842 homo_energy_ha=-0.324 de_lowest_kcal_mol=42.4 total_charge=0
C 3.65097 -9.40246 12.22221 0.3 0.6 -0.2
C 2.36660 -10.19467 12.14639 -0.4 0.7 0.4
C 2.49641 -11.61501 12.61514 0.3 -1.0 0.6
O 3.42648 -12.47134 11.96476 -0.2 -0.5 -1.5
C 2.87246 -13.03362 10.72994 0.2 0.5 0.5
N 1.20712 -9.59641 12.87755 2.4 0.9 -0.5
H 3.46351 -8.33398 12.00381 0.1 -0.6 -0.2
H 4.42153 -9.82576 11.53716 -0.6 0.3 0.4
H 4.04451 -9.41465 13.21693 0.4 -0.1 0.8
H 2.13257 -10.14078 11.09023 -0.6 -0.4 -0.3
H 1.53381 -12.06244 12.52688 -1.1 -0.4 -0.1
H 2.73690 -11.70471 13.68688 0.1 0.6 -0.2
H 3.70290 -13.47017 10.16389 -0.2 -0.3 0.4
H 2.45792 -12.26418 10.06603 0.0 0.2 0.3
H 2.04478 -13.74844 10.93912 0.7 0.2 0.0
H 1.20454 -9.75564 13.86760 0.3 -0.1 0.5
H 0.37538 -9.91126 12.48152 -1.6 -0.7 -0.6
C 2.88625 -17.08922 12.70536 -1.4 1.8 1.0
C 2.43867 -17.74061 14.02194 -1.1 1.9 -1.0
C 1.67680 -16.70542 14.92613 0.9 -1.2 -1.4
O 2.59544 -15.64652 15.11822 -0.5 0.3 0.6
C 2.18344 -14.58829 15.99260 -0.5 -0.7 -0.6
N 1.60497 -18.88870 13.85683 1.0 -1.5 -0.3
H 2.05171 -16.73057 12.04167 0.6 0.0 0.9
H 3.43653 -17.76421 12.12931 1.2 -1.1 -0.8
H 3.51943 -16.26353 13.08510 -0.4 -0.4 -1.2
H 3.37742 -18.04946 14.41366 0.6 -0.3 1.2
H 1.37820 -17.24368 15.82937 0.1 0.4 0.3
H 0.77292 -16.41719 14.35024 0.5 0.1 0.6
H 1.41362 -13.95042 15.53055 0.3 -0.1 0.1
H 3.07478 -14.04828 16.20463 0.4 0.8 0.0
H 1.81078 -14.95965 16.93933 -0.2 -0.3 0.2
H 2.09810 -19.50557 13.19987 -0.6 0.2 0.1
H 0.68495 -18.68501 13.52950 -0.6 0.3 -0.3
C -0.45588 -14.50176 13.11239 1.2 0.8 -1.8
C -1.68235 -13.70314 13.27850 -2.4 -1.1 0.1
C -2.26528 -13.96957 14.70385 -0.4 -0.1 -0.9
O -2.66370 -15.29537 14.99220 0.2 -0.4 -0.6
C -3.21182 -15.43730 16.29517 0.3 1.1 -0.7
N -1.46567 -12.29096 13.13625 0.9 0.4 0.4
H -0.62883 -15.52075 13.42256 0.3 -0.2 0.1
H 0.28627 -13.93809 13.67458 0.5 -0.6 0.4
H -0.09305 -14.44275 12.04367 -0.4 -0.3 1.0
H -2.43596 -13.99706 12.51287 0.3 0.0 0.5
H -3.14457 -13.34295 14.72194 -0.3 0.6 0.6
H -1.49776 -13.67445 15.42540 0.0 0.3 0.2
H -4.28370 -15.36656 16.30543 -0.8 0.8 -0.3
H -2.76145 -14.65513 16.92694 -0.2 -0.7 0.3
H -3.09444 -16.44417 16.59835 1.0 -0.9 0.6
H -1.11339 -11.97800 14.04642 -0.1 0.6 -0.6
H -2.29082 -11.77148 12.86944 0.0 -0.1 0.3
C 9.01225 -17.89088 14.62844 1.2 -2.2 -1.2
C 8.49033 -16.51770 14.43000 1.1 2.2 0.5
C 8.36936 -16.09715 12.96774 -0.6 -1.4 0.4
O 8.19068 -14.72501 12.91086 -0.7 1.1 -0.4
C 7.57372 -14.26415 11.69640 2.2 0.4 0.4
N 7.17818 -16.27801 15.08233 0.8 1.4 0.4
H 10.05785 -18.01782 14.23300 -0.8 0.4 0.2
H 8.43689 -18.71092 14.10327 0.2 1.1 0.5
H 9.10435 -18.21180 15.65377 -0.3 0.2 0.6
H 9.23657 -15.72388 14.82603 -0.7 -1.3 -0.3
H 7.45725 -16.61319 12.61795 0.2 0.0 -0.4
H 9.25154 -16.41719 12.41083 0.1 -0.1 -0.2
H 8.34699 -14.25640 10.88974 -0.7 -0.1 0.3
H 7.23613 -13.25119 11.84695 0.0 0.3 0.2
H 6.73531 -14.84366 11.43437 -1.0 -1.0 -0.3
H 6.96492 -15.36935 14.61618 -0.6 -0.7 0.6
H 7.41582 -15.96300 16.05572 -0.6 -0.6 -1.0
C 2.24343 -22.36567 13.33405 2.3 1.5 0.2
C 3.09004 -23.58340 13.63046 0.9 -0.5 1.9
C 3.97932 -23.33537 14.89641 -1.1 0.1 -0.7
O 4.85485 -22.23114 14.78150 -1.4 0.3 -0.9
C 5.79589 -22.12390 15.81814 -0.5 -1.3 1.5
N 2.18179 -24.73607 13.97026 -0.7 2.0 -1.2
H 2.84275 -21.38018 13.40192 -0.8 -1.8 -0.4
H 1.57978 -22.22707 14.16824 -1.2 -0.3 -0.1
H 1.88369 -22.45840 12.32034 -0.9 0.3 0.0
H 3.78268 -23.88940 12.85986 0.1 0.3 -0.8
H 4.60629 -24.18512 15.05172 0.3 -1.1 0.4
H 3.23518 -23.25197 15.70201 0.5 0.2 0.3
H 5.32677 -22.27898 16.84255 0.3 0.3 -1.1
H 6.17629 -21.12239 15.75846 0.6 0.1 0.0
H 6.51047 -22.95709 15.70527 0.3 0.5 0.0
H 1.41353 -24.63844 13.25640 1.0 -0.9 1.1
H 2.66724 -25.61292 13.88875 -0.1 -0.3 -0.3
C 6.95807 -14.54379 20.88588 -0.5 -1.6 3.3
C 6.50285 -14.65398 19.47700 -0.3 1.0 0.6
C 4.96834 -14.84058 19.39303 0.9 -1.4 -0.4
O 4.63440 -15.54934 18.18459 0.4 1.2 0.4
C 4.19516 -16.87687 18.31378 -0.1 -0.3 0.5
N 6.81301 -13.28064 18.99665 -1.3 -1.3 -1.9
H 6.35796 -13.78544 21.44546 0.1 -0.7 -0.4
H 7.97073 -14.17040 20.99932 0.4 -0.2 -0.3
H 6.91903 -15.55279 21.47837 -0.1 1.7 -1.0
H 7.06025 -15.48379 19.00905 -0.4 0.3 -0.3
H 4.58841 -13.83381 19.35249 -0.6 0.3 0.0
H 4.55288 -15.38144 20.26126 0.2 0.2 -0.2
H 4.61652 -17.43347 19.18948 0.1 0.5 -0.8
H 4.45022 -17.35692 17.36710 -0.2 -0.3 0.2
H 3.12020 -16.84112 18.46599 -0.4 -0.4 -0.1
H 6.70266 -13.30826 17.96302 0.6 0.5 0.8
H 7.75120 -13.13005 19.27791 1.0 0.6 -0.3
O 2.19357 -20.12276 16.16753 -0.2 1.2 0.1
H 2.36223 -21.02908 15.97208 0.3 -1.0 -0.2
H 2.01798 -19.67620 15.28046 -0.3 -0.5 0.8
O -1.33763 -18.03342 14.04254 1.9 -2.1 0.7
H -2.11301 -17.54527 13.92170 -2.0 1.3 -0.1
H -1.55353 -18.80136 14.61590 0.1 0.9 -0.6
O 5.51158 -19.19855 15.30910 -0.1 0.1 0.2
H 5.78851 -18.27815 15.24433 0.3 0.3 -0.1
H 5.10236 -19.40324 14.45738 0.2 0.0 -0.1
O 4.25646 -20.45837 18.39809 0.2 0.3 -0.4
H 3.38098 -20.23723 18.04285 0.2 0.0 -0.1
H 4.85708 -20.12004 17.70471 -0.5 -0.2 0.3
O 5.55298 -13.66355 16.30717 0.1 -0.2 -0.2
H 4.90775 -14.19507 16.80506 0.4 -0.4 -0.1
H 5.55062 -14.01653 15.38542 -0.3 0.4 0.3
O 4.94660 -14.45055 13.76905 0.6 0.3 -0.2
H 4.33442 -15.14002 14.04752 -0.4 0.2 0.1
H 4.46881 -13.77772 13.24867 -0.2 -0.3 0.1
O 4.65930 -20.23065 12.76907 -0.1 -1.6 0.8
H 4.62485 -21.09472 13.33738 0.6 1.7 -1.3
H 5.05249 -20.43304 11.90234 -0.2 -0.1 0.7
O 2.09509 -9.89087 16.44166 0.8 -1.0 -0.6
H 2.81388 -10.58231 16.48916 -0.6 1.0 0.1
H 1.85036 -9.76983 17.35478 -0.1 0.1 0.4
O 4.40046 -11.40972 17.11975 0.7 -1.0 0.0
H 4.75877 -11.43305 18.01586 -0.2 0.4 0.1
H 4.89610 -12.19303 16.73433 -0.6 0.8 -0.2